(1)
145
Properties=species:S:1:pos:R:3:mulliken_charge:R:1 method="wB97M-V/def2-TZVPD" smiles="O=[N+]([O-])c1ccccc1.O=[N+]([O-])c1ccccc1.CCOS(C)(=O)=O.CCOS(C)(=O)=O.CCOS(C)(=O)=O.COC(=O)OC.COC(=O)OC.COC(=O)OC.COC(=O)OC.COC(=O)OC.COC(=O)OC" lumo_ha=-0.0267 mol_weight_da=1159.2
S -2.41 -9.03 -5.32 1.124
S -6.35 -1.70 -8.03 1.083
S 2.99 -4.09 -4.83 1.050
O -5.99 -2.44 -9.25 -0.584
O 3.99 -3.04 -4.85 -0.589
O -7.84 -0.92 -8.22 -0.300
O 1.75 -3.74 -5.57 -0.591
O -2.87 -8.76 -3.75 -0.316
O -0.96 -9.27 -5.28 -0.595
O -6.31 -2.44 -6.77 -0.573
O 2.13 9.42 3.74 -0.613
O -3.61 4.69 2.22 -0.241
O -4.37 5.87 0.32 -0.604
O -3.34 -10.02 -5.91 -0.595
O 3.17 -3.06 7.36 -0.313
O 8.49 3.47 2.97 -0.602
O -3.67 -6.14 4.88 -0.578
O -0.46 -0.34 -0.89 -0.280
O -2.49 4.63 0.30 -0.275
O 1.20 2.08 8.24 -0.275
O 0.17 1.14 9.96 -0.573
O 1.95 4.24 -6.17 -0.585
O 4.79 -2.15 6.12 -0.605
O 5.07 -2.91 8.35 -0.289
O 7.07 4.30 4.65 -0.279
O 6.29 4.06 2.67 -0.252
O 1.10 6.17 -6.48 -0.596
O 2.51 -4.50 -3.28 -0.248
O 0.38 0.51 0.84 -0.297
O 1.07 8.38 2.02 -0.276
O -0.90 1.92 8.13 -0.274
O 1.44 1.01 -1.09 -0.586
O -4.87 -7.89 4.80 -0.583
O 0.60 7.69 3.95 -0.251
N -4.54 -6.78 4.34 0.960
N 1.97 5.47 -6.11 1.000
C -4.72 5.02 3.00 -0.720
C 1.37 8.53 3.28 0.811
C 5.63 7.35 -5.02 -0.305
C 0.18 1.65 8.85 0.765
C 4.29 5.42 -5.22 -0.050
C -6.31 -6.94 2.72 -0.243
C -4.83 -5.05 2.51 -0.371
C 3.72 -5.76 -5.49 -0.830
C -1.89 -8.68 -1.70 -1.283
C 3.23 6.16 -5.69 -0.029
C -8.93 -1.61 -10.25 -0.947
C 5.53 5.93 -4.87 -0.674
C 4.56 8.15 -5.46 -0.591
C 2.21 -3.12 6.34 -0.622
C -0.81 -0.36 -2.28 -0.588
C -5.45 -4.68 1.34 -0.426
C 1.66 9.31 1.06 -0.668
C 6.40 -2.52 8.60 -0.620
C -2.84 -7.40 -5.95 -0.780
C -6.99 -6.48 1.61 -0.411
C 4.41 -2.65 7.19 0.838
C 6.39 3.59 1.38 -0.698
C -3.54 5.14 0.92 0.757
C -1.98 5.04 -1.00 -0.570
C -6.57 -5.40 0.90 -0.406
C -5.30 -0.16 -7.92 -0.868
C 3.12 -4.78 -0.89 -1.081
C 7.94 4.04 5.72 -0.636
C 0.44 7.93 5.33 -0.717
C 1.05 1.39 1.76 -0.640
C -5.19 -6.25 3.16 0.097
C 3.38 7.52 -5.86 -0.120
C 0.53 0.47 -0.45 0.764
C 7.38 3.96 3.39 0.785
C 3.55 -4.34 -2.32 -0.289
C 2.44 2.18 9.00 -0.663
C -8.94 -1.67 -8.73 -0.352
C -2.14 1.86 8.81 -0.680
C -1.93 -7.93 -3.01 -0.274
H 6.35 5.28 -4.59 0.416
H -1.68 -9.73 -1.89 0.296
H -9.94 -1.44 -8.36 0.384
H -5.07 -3.86 0.75 0.415
H -5.59 0.51 -8.73 0.308
H -6.73 -7.80 3.24 0.414
H 4.69 9.22 -5.56 0.390
H 6.44 -1.51 9.01 0.257
H -1.48 -1.20 -2.48 0.210
H 2.96 -6.50 -5.74 0.321
H -2.56 -7.23 -6.99 0.354
H -0.59 7.90 5.70 0.259
H 4.24 4.34 -5.16 0.384
H 0.09 -0.50 -2.87 0.322
H 5.77 4.22 0.74 0.250
H 1.12 7.26 5.84 0.279
H -2.85 5.41 -1.54 0.341
H 6.50 7.86 -4.62 0.341
H 1.22 -3.06 6.79 0.213
H 1.11 2.42 1.41 0.288
H 1.81 8.97 0.04 0.241
H 2.60 9.67 1.48 0.312
H -2.44 0.87 9.16 0.291
H -1.52 4.20 -1.53 0.181
H 3.66 -5.65 -0.52 0.331
H -1.14 5.75 -0.97 0.242
H 6.04 2.56 1.32 0.275
H 2.06 1.05 1.98 0.289
H -2.23 -6.74 -5.33 0.252
H 2.12 -5.22 -0.91 0.291
H 4.34 -6.22 -4.72 0.297
H -3.89 -7.17 -5.74 0.320
H -5.54 4.29 3.02 0.290
H 8.95 4.39 5.56 0.302
H 4.13 -3.43 -2.40 0.453
H 3.05 -3.84 -0.34 0.274
H -4.32 5.09 4.01 0.276
H 6.96 -2.50 7.66 0.317
H 0.94 10.12 0.93 0.286
H 2.80 1.23 9.40 0.301
H -5.69 0.36 -7.05 0.325
H 2.34 -4.10 5.90 0.260
H -7.75 -7.17 1.26 0.330
H 7.50 4.50 6.61 0.221
H -4.21 -0.29 -7.89 0.350
H 2.52 8.08 -6.19 0.420
H 0.67 1.37 2.78 0.282
H 4.38 -5.50 -6.31 0.334
H -7.12 -5.20 -0.01 0.375
H 4.34 -5.06 -2.54 0.274
H -2.16 -6.88 -2.86 0.304
H -3.96 -4.50 2.86 0.428
H -8.78 -2.72 -8.49 0.269
H 7.38 3.77 0.96 0.337
H -8.72 -0.59 -10.58 0.268
H -2.26 2.63 9.58 0.292
H -2.94 2.02 8.08 0.257
H -0.99 -7.87 -3.56 0.489
H -8.21 -2.29 -10.71 0.262
H -2.89 -8.58 -1.27 0.318
H 0.79 8.92 5.62 0.335
H 3.30 2.34 8.35 0.265
H -1.20 -8.13 -1.06 0.384
H 2.29 2.93 9.78 0.294
H 7.98 2.96 5.90 0.296
H -5.20 6.00 2.95 0.323
H -9.94 -1.82 -10.60 0.374
H -1.31 0.58 -2.52 0.240
H 2.40 -2.24 5.72 0.336
H 6.89 -3.16 9.34 0.228



(2)
158
Properties=species:S:1:pos:R:3:mulliken_charge:R:1 method="wB97M-V/def2-TZVPD" total_charge=-1 lumo_ha=0.0033 mol_weight_da=1455.8
As -15.86 -1.69 -15.96 2.460
P -10.60 -5.92 -16.93 0.582
P -17.35 -6.35 -20.88 0.592
P -10.07 -2.09 -13.53 0.218
P -21.92 0.74 -14.16 0.704
P -12.55 -0.42 -10.06 0.416
F -15.73 -3.39 -15.62 -0.446
F -17.03 -2.12 -17.16 -0.816
F -17.16 -1.59 -14.86 -0.516
F -15.96 0.01 -16.26 -0.437
F -14.72 -1.43 -14.75 -0.636
F -14.58 -1.78 -17.07 -0.576
O -14.36 -9.95 -12.62 -0.570
O -12.10 -1.93 -10.33 0.394
O -21.20 1.96 -13.81 -0.455
O -9.63 -3.54 -13.03 -0.241
O -19.50 2.44 -10.66 -0.661
O -17.83 -7.59 -21.49 -0.792
O -15.84 -5.99 -21.22 -0.293
O -17.31 -1.56 -20.18 -0.527
O -11.29 -6.82 -15.81 0.000
O -9.66 -6.96 -17.67 -0.433
O -22.17 -2.25 -22.09 -0.604
O -17.02 2.66 -15.49 -0.525
O -19.40 -2.12 -18.37 -0.182
O -9.83 -4.77 -16.47 -0.441
O -11.76 0.53 -10.76 -0.587
O -18.45 0.22 -11.90 -0.609
O -14.09 -0.46 -10.31 -0.456
O -18.09 -5.02 -21.34 0.105
O -21.51 -0.03 -15.45 -0.270
O -17.49 -6.29 -19.31 -0.349
O -12.54 -0.26 -8.48 -0.385
O -21.87 -0.41 -13.09 0.008
O -17.16 -5.71 -14.86 -0.110
O -20.28 -1.40 -23.74 -0.591
O -9.85 -0.92 -12.72 -0.647
O -14.81 -5.30 -13.42 -0.322
O -16.75 -10.19 -13.82 -0.540
O -23.46 0.94 -14.35 -0.395
O -11.62 -2.27 -13.79 0.718
O -18.20 4.83 -14.45 -0.573
O -11.79 -5.68 -17.92 -0.310
O -11.98 0.83 -14.06 -0.608
O -9.47 -1.99 -14.98 -0.186
O -22.41 -5.03 -13.15 -0.643
N -20.24 -4.47 -12.40 0.120
N -13.13 1.73 -15.74 0.203
C -16.94 -7.98 -14.41 -0.383
C -21.52 -4.19 -12.84 -0.026
C -18.15 3.86 -13.79 0.023
C -20.23 -0.77 -15.63 -0.010
C -14.54 -7.60 -12.96 -1.056
C -21.14 -1.99 -21.59 0.960
C -12.45 0.72 -15.13 0.260
C -17.53 1.45 -13.60 -0.042
C -11.53 -0.91 -7.65 -0.623
C -19.61 -1.98 -19.70 0.508
C -19.69 -5.82 -12.51 -0.824
C -14.57 -0.60 -11.69 0.075
C -20.86 -2.18 -20.19 -0.836
C -21.58 -0.16 -11.75 -0.581
C -18.77 -1.35 -21.99 -1.026
C -19.23 -3.41 -12.41 0.143
C -12.76 -4.61 -17.66 -0.381
C -14.99 -8.85 -13.12 0.309
C -16.31 -9.13 -13.80 0.624
C -17.17 -5.05 -18.59 -0.096
C -13.76 1.64 -17.05 -0.915
C -20.00 -1.57 -22.46 0.263
C -12.81 -3.00 -9.76 -0.751
C -18.42 -1.61 -20.59 0.947
C -23.86 1.96 -15.23 -0.772
C -18.91 2.53 -11.87 0.143
C -10.57 -7.00 -14.62 -0.579
C -18.40 -4.83 -22.72 -0.754
C -12.14 -3.51 -14.07 0.663
C -8.03 -2.27 -15.16 -0.784
C -18.30 1.27 -12.39 0.482
C -14.81 -6.90 -20.91 -0.634
C -9.73 -3.91 -11.62 -0.525
C -16.52 -6.72 -14.26 0.011
C -17.43 2.62 -14.23 1.005
C -15.25 -6.43 -13.48 0.700
C -10.24 -8.10 -18.31 -0.698
C -13.48 2.87 -15.03 -0.906
C -18.86 3.69 -12.54 -0.651
H -18.13 -5.67 -23.34 0.424
H -20.59 -1.71 -16.02 0.196
H -21.74 -3.10 -12.94 0.501
H -20.70 -0.75 -11.49 0.049
H -16.79 -5.38 -17.63 0.150
H -15.20 -7.71 -20.29 0.331
H -13.01 -3.81 -10.49 0.056
H -11.42 -4.28 -14.40 -0.059
H -11.33 -8.08 -18.38 0.287
H -12.35 -3.88 -16.97 0.127
H -22.37 -0.43 -11.05 0.317
H -10.02 -3.09 -10.95 0.051
H -20.46 -6.56 -12.35 0.349
H -16.42 -4.46 -19.14 0.321
H -16.56 -4.90 -14.83 -0.024
H -19.67 -2.42 -12.42 -0.473
H -21.32 0.88 -11.53 0.337
H -18.40 -2.07 -18.10 0.244
H -14.02 -6.33 -20.43 0.147
H -10.94 -6.29 -13.88 0.029
H -21.22 -1.64 -23.88 0.350
H -13.06 -4.22 -18.62 0.338
H -14.43 -7.41 -21.79 0.297
H -9.50 -6.82 -14.76 0.376
H -19.25 -5.81 -13.51 0.203
H -18.50 -3.49 -13.23 0.061
H -12.01 -1.75 -7.15 0.228
H -19.39 4.55 -12.14 0.395
H -12.41 -0.19 -15.75 0.270
H -12.94 -3.49 -14.81 -0.456
H -7.86 -3.34 -15.02 0.219
H -19.71 -0.95 -14.70 -0.079
H -12.58 -3.95 -13.16 -0.107
H -19.39 1.53 -10.33 0.379
H -13.64 -5.05 -17.17 0.222
H -13.24 2.36 -17.69 0.377
H -16.98 0.60 -13.98 0.212
H -18.65 -3.45 -11.48 0.227
H -18.89 -5.89 -11.77 0.297
H -14.82 1.86 -17.03 0.204
H -24.09 2.89 -14.70 0.260
H -10.71 -8.02 -14.29 0.349
H -19.49 -4.73 -22.77 0.218
H -10.67 -1.25 -8.23 0.258
H -24.73 1.56 -15.75 0.269
H -13.82 -0.26 -12.40 0.095
H -13.34 3.80 -15.58 0.366
H -18.05 -1.21 -22.80 0.406
H -9.89 -8.06 -19.35 0.261
H -15.41 0.08 -11.77 -0.081
H -10.52 -4.67 -11.50 0.209
H -17.98 -3.88 -23.06 0.263
H -13.64 -7.39 -12.39 0.513
H -19.65 -0.17 -16.32 0.194
H -16.73 1.74 -15.71 0.201
H -7.71 -1.88 -16.12 0.256
H -17.90 -8.14 -14.90 0.517
H -7.44 -1.75 -14.39 0.342
H -21.68 -2.47 -19.55 0.480
H -14.51 2.88 -14.64 0.134
H -11.14 -0.16 -6.96 0.294
H -18.01 -4.36 -18.60 0.032
H -23.13 2.19 -16.00 0.326
H -15.06 -10.62 -12.45 0.349
H -14.84 -1.63 -11.87 0.211
H -12.16 -3.57 -9.07 0.304
H -8.78 -4.29 -11.23 0.365
H -13.64 0.66 -17.50 0.201
H -9.93 -9.03 -17.84 0.265
H -12.89 3.04 -14.13 0.324
H -13.74 -2.79 -9.24 0.399